# 1
Formula: C48H59Br3Ca2ClIN3Na2O10P
Source: OMol25
Level of theory: ωB97M-V with the def2-TZVPD basis set

Element x y z (Å)
C 0.16477 0.48943 3.72678
C 1.37802 0.64941 2.60645
C 1.38350 -0.66869 1.57795
C 1.32047 -0.17087 0.01878
C 2.75671 0.39809 -0.62246
C 4.16527 0.41858 0.22072
C 5.22395 -0.58230 -0.60069
C 4.84588 -2.14397 -0.19073
N 4.99180 -3.08270 -1.39638
C 2.74242 0.96843 -2.19300
O 3.91230 1.52840 -2.88690
C 4.26799 2.86930 -2.39762
C 2.99710 3.88008 -2.15524
C 2.63331 3.93090 -0.52354
C 3.32516 5.46662 -2.55672
C 1.93555 6.39366 -2.47254
C 3.88865 5.65014 -4.08699
C 1.32903 0.90957 -3.08357
C -0.03667 0.29583 -2.41595
C -0.07869 -0.23896 -0.83171
C -1.51992 -0.81634 -0.31159
O -1.72625 -1.74681 0.62216
C -2.89679 -0.22764 -1.05664
C -4.36798 -0.12446 -0.28822
C -5.71895 0.44741 -1.09115
C -7.20113 0.60367 -0.39526
C -8.21077 -0.66606 -0.63231
C -8.77898 -0.66074 -2.17108
I -10.72847 -1.63044 -2.38590
C -5.62569 0.90424 -2.69600
C -4.17299 0.82764 -3.45286
C -2.86612 0.28100 -2.62387
C -1.39793 0.22200 -3.38506
O -1.27936 0.07835 -4.71843
O 2.65197 0.80907 3.32938
C 3.04164 2.22136 3.46905
C 4.69739 2.41977 3.57257
C 5.58123 3.14432 2.38226
C 7.20912 3.34241 2.37810
C 8.07309 2.78096 3.65439
C 7.22925 2.08560 4.89600
C 5.57260 1.89313 4.89583
H 0.53727 -0.09519 4.68290
H -0.81113 -0.00186 3.29991
H -0.16239 1.56835 4.11572
H 1.07805 1.57034 1.93830
H 2.37435 -1.28285 1.83465
H 0.49313 -1.34094 1.92828
H 4.65272 1.47471 0.34834
H 4.09180 -0.04946 1.30477
H 5.13666 -0.48464 -1.76350
H 6.29295 -0.36783 -0.17194
H 5.59692 -2.56440 0.62789
H 3.76887 -2.23078 0.31187
H 4.73758 -4.05857 -1.12052
H 4.41505 -2.73052 -2.19181
H 5.07513 3.29656 -3.16654
H 4.85075 2.81870 -1.35726
H 2.03538 3.60348 -2.80607
H 2.66444 5.03424 -0.09835
H 1.50306 3.56028 -0.46186
H 3.28762 3.19974 0.11367
H 4.04876 5.95207 -1.74070
H 2.16258 7.54906 -2.47755
H 1.27368 6.05079 -3.40416
H 1.29064 6.16560 -1.52320
H 5.07948 5.62000 -4.00758
H 3.45951 4.89020 -4.86860
H 3.64268 6.77460 -4.40167
H 1.28914 1.29577 -4.20798
H -4.50330 -0.44232 0.85435
H -7.70414 1.56025 -0.90249
H -7.02838 0.89275 0.72695
H -7.59707 -1.64639 -0.44829
H -9.11672 -0.56131 0.13825
H -8.00679 -1.27862 -2.83745
H -8.87837 0.44191 -2.56968
H -6.58044 1.28057 -3.29620
H -4.05876 1.13744 -4.58562
H 2.59233 2.71543 4.43595
H 2.71102 2.88989 2.55567
H 4.98536 3.55750 1.44159
H 7.75913 3.85236 1.45140
H 9.25131 2.89678 3.63378
H 7.87902 1.71338 5.82112
H 5.07211 1.37084 5.82323
Na -13.32847 -0.70992 -3.56155
Cl -3.62847 -0.46854 -5.43396
N 2.73588 3.43135 9.93402
C 4.09302 3.31633 9.78081
C 4.34618 2.97677 8.47054
C 3.09807 2.88971 7.80882
C 2.12121 3.17806 8.73538
H 2.26212 3.66715 10.79632
H 4.76055 3.48395 10.61539
H 5.32421 2.81096 8.03776
H 2.92999 2.64384 6.76825
H 1.04411 3.22327 8.64493
O 6.08612 -6.75149 -1.71656
P 5.67157 -6.79925 -0.23668
O 5.25104 -8.23138 0.13178
O 4.49083 -5.84208 -0.00459
O 6.85811 -6.37121 0.64258
C -1.53400 -4.32286 -9.35841
C -1.91984 -3.19096 -8.64099
C -2.21892 -3.29363 -7.28275
C -2.12247 -4.52771 -6.63911
C -1.73297 -5.65889 -7.35576
C -1.44288 -5.55794 -8.71613
H -1.30429 -4.24309 -10.41770
H -1.98832 -2.22809 -9.14106
H -2.52603 -2.41276 -6.72555
H -2.35077 -4.60699 -5.57953
H -1.65628 -6.62022 -6.85365
H -1.14481 -6.44044 -9.27535
Na 3.27153 2.22427 1.33769
C -8.70674 -5.35806 -0.25925
Br -9.98805 -6.22492 0.92010
Br -9.43028 -3.73166 -1.04372
Br -7.00598 -5.03852 0.62940
H -8.51127 -6.05136 -1.08396
Ca -3.32847 2.08025 0.24161
C -10.34248 -5.77666 4.35394
N -11.45096 -5.54300 5.31848
O -12.52342 -6.11793 5.09855
O -11.21324 -4.78886 6.26921
H -10.69094 -6.45619 3.57325
H -10.06653 -4.80966 3.92851
H -9.51169 -6.21890 4.90751
Ca 5.97153 -0.28000 5.67384

Its charge is +2. For the HOMO-LUMO gap, the calculation gives 1.5 eV. The spin multiplicity is 1. The HOMO energy comes out at -8.71 eV.

# 2
Formula: C48H59N5OP2PdSSi2
Source: OMol25
Level of theory: ωB97M-V with the def2-TZVPD basis set

Element x y z (Å)
Pd -0.27994 -0.66583 0.27747
C -2.32338 -3.84368 0.27056
Si -1.22839 -3.52645 -1.23929
C 0.32925 -4.57746 -1.12864
C -2.18346 -4.08417 -2.76895
N -0.70865 -1.87826 -1.40279
P -1.56888 -0.63822 -2.00924
C -0.81813 0.64107 -1.17827
P -1.14977 2.32134 -1.08510
N -0.23361 3.03867 -0.02060
Si -0.10684 4.53041 0.78241
C -1.21307 5.88331 0.07480
C -0.53832 4.34282 2.61614
C 1.68280 5.11487 0.71207
C -0.92793 3.02111 -2.75204
C -0.02727 2.40541 -3.61669
C 0.24102 2.95683 -4.86071
C -0.38533 4.13295 -5.24940
C -1.26903 4.76546 -4.38376
C -1.53384 4.21453 -3.13852
C -2.92581 2.60167 -0.70838
C -3.28228 2.59615 0.63954
C -4.60607 2.70273 1.03333
C -5.60711 2.80679 0.07690
C -5.26893 2.80875 -1.26780
C -3.93875 2.71327 -1.65639
C -1.50249 -0.50299 -3.81632
C -2.31357 0.39533 -4.50517
C -2.15427 0.57768 -5.86929
C -1.18337 -0.13976 -6.55626
C -0.37129 -1.03655 -5.87620
C -0.52818 -1.21450 -4.50842
C -3.34826 -0.89223 -1.65934
C -3.79259 -0.70153 -0.35251
C -5.11780 -0.91715 -0.01389
C -6.02462 -1.32693 -0.98240
C -5.59487 -1.52385 -2.28534
C -4.26523 -1.30811 -2.62165
H -2.02118 -4.76301 0.77961
H -3.36983 -3.94884 -0.02654
H -2.27741 -3.03100 0.99800
H 0.08650 -5.63949 -1.03292
H 0.92924 -4.28721 -0.26529
H 0.94056 -4.44662 -2.02531
H -2.10867 -5.17161 -2.86367
H -1.79777 -3.64731 -3.69217
H -3.24222 -3.83274 -2.69249
H -2.26439 5.58110 0.07882
H -0.93365 6.12870 -0.95270
H -1.12701 6.79578 0.67136
H -0.50468 5.31482 3.11632
H 0.17846 3.69021 3.12391
H -1.54069 3.93430 2.76973
H 1.78172 6.16796 0.98846
H 2.08295 4.98710 -0.29641
H 2.30772 4.53078 1.39328
H 0.45452 1.48692 -3.30236
H 0.93634 2.46290 -5.52817
H -0.18192 4.56091 -6.22337
H -1.74841 5.69167 -4.67578
H -2.21291 4.72256 -2.46383
H -2.50224 2.51731 1.38881
H -4.85836 2.70362 2.08710
H -6.64380 2.88830 0.37864
H -6.04224 2.88922 -2.02211
H -3.69571 2.72940 -2.71104
H -3.07416 0.95251 -3.97229
H -2.78319 1.28446 -6.39602
H -1.05958 0.00327 -7.62236
H 0.38884 -1.59358 -6.40952
H 0.11935 -1.89124 -3.96255
H -3.08802 -0.36789 0.39847
H -5.44526 -0.75457 1.00558
H -7.06309 -1.48998 -0.72183
H -6.29388 -1.84801 -3.04670
H -3.94443 -1.48022 -3.64116
C 3.55819 -4.83342 4.74620
C 3.18648 -3.43985 5.23786
C 2.12523 -2.77780 4.37157
N 2.71550 -2.31588 3.12096
C 2.02056 -2.08621 2.01200
S 0.36988 -2.40532 1.90297
N 2.66977 -1.55889 0.91866
C 4.01514 -1.30014 0.66362
O 4.31339 -0.52687 -0.21368
C 5.05030 -2.02526 1.45824
C 6.11970 -1.29858 1.97127
C 7.12421 -1.95153 2.66903
C 7.07638 -3.33022 2.82530
C 6.02238 -4.05856 2.28892
C 5.00101 -3.40737 1.61570
H 4.32286 -5.28529 5.37861
H 3.94456 -4.79798 3.72538
H 2.68514 -5.48826 4.75175
H 4.07565 -2.80033 5.27480
H 2.81022 -3.48786 6.26141
H 1.66706 -1.92544 4.88204
H 1.33052 -3.47918 4.12674
H 3.65728 -1.95737 3.17401
H 2.04130 -1.20569 0.19924
H 6.15506 -0.22841 1.81027
H 7.95202 -1.38711 3.07805
H 7.86676 -3.84056 3.36037
H 5.99674 -5.13534 2.39606
H 4.17180 -3.96919 1.20113
N 0.09034 0.87394 1.70570
C 1.23747 0.85379 2.54941
C 1.16893 0.41720 3.86769
C 2.31461 0.39576 4.65109
C 3.53335 0.79897 4.12425
C 3.59670 1.24639 2.80917
C 2.45577 1.27981 2.02327
H 0.07470 1.75876 1.11390
H -0.75906 0.90287 2.26279
H 0.21759 0.09355 4.27496
H 2.25201 0.06510 5.68088
H 4.42445 0.78542 4.73912
H 4.53759 1.58553 2.39289
H 2.49720 1.62287 0.99501

Its charge is 0. For the HOMO-LUMO gap, the calculation gives 6.6 eV. The spin multiplicity is 1. The relative energy (zero: lowest compared OMol25 entry of this formula, charge and spin) is 0.0 kcal per mole. The HOMO energy comes out at -6.73 eV.

# 3
Formula: C48H60BBr2ClFNO4P
Source: OMol25
Level of theory: ωB97M-V with the def2-TZVPD basis set

Element x y z (Å)
C -2.87988 0.18006 4.83547
C -1.71658 -0.11422 3.92448
F -0.65032 -0.42154 4.76928
C -1.16332 1.05064 3.08889
C 0.17705 0.54105 2.50880
C 0.47017 1.30632 1.18693
P 2.12811 2.17270 1.34398
O 3.01614 1.16877 2.25758
O 2.78661 1.91265 -0.13314
C -0.72111 2.25141 1.12886
C -1.03128 3.13228 -0.06565
C 0.10264 4.08843 -0.44902
C 0.40504 5.12976 0.60840
Cl 1.75088 6.14272 0.03248
N -1.85414 1.48939 1.83418
B -2.32105 0.28686 0.94024
O -1.77788 0.20941 -0.28808
O -3.15982 -0.66702 1.39599
C -3.11164 2.28909 2.07830
Br -4.22819 2.29187 0.44756
C -2.89390 3.72582 2.57439
C -4.05432 4.67468 2.30226
Br -2.62378 3.75379 4.51337
H -2.96532 -0.68263 5.48852
H -2.67786 1.03119 5.46938
H -3.82600 0.24720 4.30764
H -1.92392 -1.01357 3.35574
H -0.86114 1.85442 3.74746
H 0.11640 -0.51547 2.25015
H 0.98491 0.57752 3.22462
H 0.48836 0.66113 0.31026
H 3.14617 0.30552 1.83080
H 2.10044 1.60223 -0.74362
H -0.44615 2.97263 1.90409
H -1.89232 3.76219 0.11569
H -1.25604 2.54191 -0.94732
H -0.27473 4.63856 -1.30460
H 0.99626 3.57892 -0.78454
H -0.45549 5.77148 0.74751
H 0.75217 4.70805 1.54026
H -1.18788 -0.56151 -0.30951
H -4.00820 -0.34830 1.73486
H -3.72452 1.77646 2.80164
H -2.01194 4.18538 2.15805
H -3.92614 5.50819 2.97965
H -4.01186 5.08397 1.30098
H -5.01202 4.23377 2.54659
C 3.28857 -1.39347 -2.07345
C 2.07987 -0.96814 -1.54133
C 1.16884 -0.28740 -2.34121
C 1.46156 -0.03703 -3.67480
C 2.66975 -0.46472 -4.20485
C 3.58229 -1.13862 -3.40506
H 4.00041 -1.92384 -1.45420
H 1.84882 -1.17163 -0.50017
H 0.22532 0.05235 -1.93019
H 0.75011 0.48985 -4.29759
H 2.90365 -0.27377 -5.24439
H 4.52499 -1.46805 -3.82244
C -7.36788 -3.88311 2.36374
C -6.29221 -3.48408 1.58411
C -5.19548 -2.87395 2.17822
C -5.17335 -2.67163 3.55209
C -6.24917 -3.07262 4.33238
C -7.34715 -3.67534 3.73664
H -8.22392 -4.35691 1.90226
H -6.30775 -3.64755 0.51451
H -4.35886 -2.56840 1.57110
H -4.31325 -2.20433 4.01802
H -6.23092 -2.91841 5.40340
H -8.18746 -3.98603 4.34288
C 6.92339 -6.16228 -3.71412
C 6.10897 -6.27146 -2.59575
C 4.99051 -5.45968 -2.46969
C 4.68364 -4.54390 -3.46623
C 5.49573 -4.43768 -4.58627
C 6.61815 -5.24416 -4.70897
H 7.79643 -6.79392 -3.81105
H 6.34644 -6.98995 -1.82224
H 4.35789 -5.54154 -1.59483
H 3.80825 -3.91530 -3.37133
H 5.25169 -3.72586 -5.36538
H 7.25420 -5.15909 -5.58046
C 0.12011 0.04400 7.71612
C 1.23783 0.45233 6.99874
C 2.31476 1.02686 7.65934
C 2.27898 1.18646 9.03715
C 1.16458 0.77600 9.75420
C 0.08421 0.20838 9.09385
H -0.72098 -0.40157 7.20369
H 1.27103 0.32323 5.92599
H 3.18347 1.34965 7.10013
H 3.12056 1.63035 9.55220
H 1.13790 0.89875 10.82883
H -0.78626 -0.10749 9.65418
C -3.26174 0.00172 -3.43385
C -4.35384 0.67779 -2.90634
C -5.43284 0.98822 -3.72443
C -5.42336 0.61832 -5.06136
C -4.33314 -0.05929 -5.58508
C -3.25167 -0.36473 -4.77255
H -2.42280 -0.24143 -2.80727
H -4.38804 0.97511 -1.85635
H -6.28471 1.51938 -3.31907
H -6.26706 0.85809 -5.69458
H -4.32646 -0.34997 -6.62709
H -2.39918 -0.89132 -5.18223
C 6.04187 -1.01487 -8.28850
C 6.10204 -0.91632 -6.90558
C 5.90268 0.31029 -6.28766
C 5.63540 1.43794 -7.05122
C 5.57237 1.33846 -8.43392
C 5.77877 0.11323 -9.05249
H 6.20114 -1.97034 -8.77112
H 6.30718 -1.79605 -6.30834
H 5.95682 0.38807 -5.20856
H 5.47710 2.39383 -6.56874
H 5.36364 2.21691 -9.03034
H 5.73494 0.03760 -10.13098

Its charge is +1. For the HOMO-LUMO gap, the calculation gives 7.8 eV. The spin multiplicity is 1. The HOMO energy comes out at -10.82 eV.